Entry from OMol25: 11 unconnected molecules or ions with the total composition C69H141FN6O13 at a distorted geometry (ωB97M-V/def2-TZVPD).

Output
- charge = 0
- HOMO level (eV) = -7.602
- max |F| (eV/A) = 4.4

Cartesian coordinates (Å):
C -4.6950 -0.3528 -2.3158
C -5.8796 0.3884 -2.8601
C -5.6132 1.8801 -2.8523
C -6.6026 2.8281 -3.5195
C -6.7042 2.3915 -4.9911
C -6.9645 0.8756 -5.2273
N -6.1058 0.0415 -4.2882
O -6.2187 -1.2759 -4.4231
C -8.4919 0.6616 -5.1130
C -6.5013 0.4745 -6.6579
C -7.1458 0.1125 -1.9842
H -3.9177 -0.5904 -3.0421
H -4.9544 -1.3537 -1.9708
H -4.2762 0.2683 -1.5241
H -5.5055 2.2754 -1.8422
H -4.6253 2.0073 -3.2950
H -6.1728 3.8296 -3.5023
H -7.5012 2.9105 -2.9081
H -5.8727 2.7657 -5.5882
H -7.5355 3.0210 -5.3086
H -8.7638 -0.2960 -4.6689
H -8.9396 1.4207 -4.4716
H -8.9112 0.7796 -6.1122
H -6.8407 1.1890 -7.4078
H -5.4172 0.3754 -6.6023
H -6.8269 -0.4875 -7.0538
H -8.0565 0.7084 -2.0444
H -6.8210 0.2585 -0.9540
H -7.4506 -0.9187 -2.1622
H -5.3418 -1.5575 -4.6936
C -6.6527 -1.1883 2.9017
C -5.2878 -1.5799 3.4617
C -4.6152 -2.6784 2.5832
C -4.1046 -2.2120 1.2175
C -3.1299 -1.1288 1.5058
C -3.7402 0.0120 2.3704
N -4.3896 -0.4733 3.5767
O -4.8701 0.5250 4.4412
C -2.4932 0.7907 2.8202
C -4.5701 0.8984 1.4664
C -5.6009 -2.2197 4.8590
H -7.3887 -1.9905 2.9569
H -6.7260 -0.8394 1.8716
H -7.0874 -0.3886 3.5013
H -3.8395 -3.2563 3.0857
H -5.3669 -3.4396 2.3741
H -4.9068 -1.8319 0.5849
H -3.7605 -3.1246 0.7310
H -2.8397 -0.6586 0.5662
H -2.2607 -1.5944 1.9703
H -2.6927 1.6797 3.4186
H -1.9355 0.0500 3.3932
H -1.8874 1.2129 2.0184
H -3.9472 1.3886 0.7183
H -5.3210 0.3365 0.9109
H -5.0021 1.6813 2.0898
H -6.3681 -1.5713 5.2822
H -4.8330 -2.2952 5.6288
H -5.9629 -3.2448 4.7801
H -4.2756 0.4589 5.1920
C 2.8779 1.7699 7.4594
C 2.0345 0.4749 7.4501
C 0.5551 0.8265 7.1133
C 0.2638 1.1715 5.6162
C 0.8613 0.1131 4.7433
C 2.3712 -0.2398 4.9803
N 2.6334 -0.4775 6.4715
O 3.9223 -1.0030 6.7895
C 2.5552 -1.5978 4.2478
C 3.2623 0.7459 4.2979
C 2.1183 -0.0828 8.8965
H 3.9249 1.5598 7.6781
H 2.6741 2.3122 8.3827
H 2.7319 2.4167 6.5943
H -0.0942 -0.0270 7.3081
H 0.2240 1.6882 7.6929
H 0.5464 2.1581 5.2490
H -0.8142 1.2877 5.5041
H 0.8143 0.7388 3.8521
H 0.2338 -0.7751 4.6697
H 2.1175 -2.4467 4.7731
H 2.1859 -1.6847 3.2259
H 3.5834 -1.9596 4.2443
H 4.2525 0.4043 4.5993
H 3.2682 0.6913 3.2093
H 3.0824 1.7436 4.6985
H 1.6849 -1.0811 8.9580
H 1.5110 0.4837 9.6024
H 3.1502 -0.1170 9.2459
H 3.7407 -1.9008 7.0770
C 6.8948 -5.4009 2.3398
C 5.8250 -4.3403 2.6906
C 6.2393 -3.5367 3.9632
C 7.2267 -2.4195 3.7559
C 6.6627 -1.4019 2.7545
C 6.1668 -2.0886 1.4013
N 5.4924 -3.4054 1.6219
O 5.0305 -4.0272 0.4659
C 5.2215 -1.0403 0.8190
C 7.4887 -2.2496 0.5771
C 4.4936 -5.1843 3.0251
H 7.8531 -4.9562 2.0717
H 6.6006 -6.0267 1.4973
H 6.9750 -6.1975 3.0794
H 5.3659 -3.1705 4.5028
H 6.7407 -4.1647 4.6997
H 8.2136 -2.8117 3.5103
H 7.2604 -1.9990 4.7609
H 7.4625 -0.6946 2.5351
H 5.8761 -0.7924 3.1993
H 5.6713 -0.0683 1.0212
H 4.8672 -1.2392 -0.1925
H 4.2740 -1.0218 1.3574
H 7.7727 -1.2164 0.3774
H 8.2490 -2.8326 1.0968
H 7.3922 -2.7870 -0.3663
H 3.6668 -4.5209 3.2790
H 4.6418 -5.9471 3.7895
H 4.1459 -5.7341 2.1505
H 4.0918 -3.9818 0.6616
C 2.3392 4.2355 -4.6375
C 3.4291 3.2060 -4.3679
C 4.8062 3.9528 -4.5372
C 5.9796 3.2383 -4.0356
C 5.7725 2.7890 -2.5479
C 4.4219 2.0458 -2.2945
N 3.2992 2.6381 -3.0149
O 2.0597 2.1127 -2.7242
C 4.5824 0.5365 -2.6688
C 4.1283 2.1980 -0.8198
C 3.3159 2.1406 -5.4890
H 2.3802 4.6975 -5.6238
H 2.2693 4.9499 -3.8172
H 1.4155 3.6642 -4.7296
H 4.8687 4.2045 -5.5959
H 4.8070 4.9099 -4.0155
H 6.7906 3.9464 -4.2058
H 6.1675 2.3467 -4.6337
H 5.9582 3.6278 -1.8770
H 6.5843 2.0774 -2.3968
H 5.4930 0.1303 -2.2285
H 3.7054 -0.0559 -2.4078
H 4.6547 0.4277 -3.7510
H 3.3199 1.5551 -0.4716
H 4.9897 1.8289 -0.2632
H 3.9962 3.2454 -0.5485
H 2.3745 1.5958 -5.4173
H 4.1055 1.4010 -5.3559
H 3.4604 2.5336 -6.4953
H 1.6600 2.7863 -2.1692
C -2.1222 3.3106 -1.0973
C -1.4137 4.3116 -0.1043
C -2.3046 4.5961 1.0871
C -1.7176 5.3080 2.3194
C -0.4416 4.5680 2.8056
C 0.5476 4.3242 1.6812
N -0.1610 3.7565 0.4695
O 0.6832 3.3143 -0.4558
C 1.2620 5.6477 1.3438
C 1.6291 3.3541 2.2321
C -1.2213 5.7079 -0.8965
H -2.2003 2.3766 -0.5410
H -1.4589 3.0693 -1.9279
H -3.1165 3.5909 -1.4450
H -3.1321 5.1867 0.6940
H -2.8122 3.7244 1.5001
H -2.4108 5.2596 3.1592
H -1.6007 6.3652 2.0811
H -0.7288 3.6027 3.2224
H -0.0438 5.1263 3.6531
H 0.6654 6.5586 1.3924
H 2.0786 5.7875 2.0522
H 1.9121 5.4350 0.4951
H 2.4970 3.3968 1.5741
H 1.9455 3.7148 3.2108
H 1.2975 2.3313 2.4111
H -0.7960 6.4752 -0.2496
H -2.1404 6.1025 -1.3297
H -0.5505 5.6530 -1.7539
H 0.7151 2.3874 -0.2076
C 1.2524 -4.7345 2.4845
C -0.1515 -4.2983 2.0725
O -0.7537 -3.4319 2.6698
C -0.8292 -4.8456 0.8404
H 1.3769 -5.7899 2.7272
H 1.4862 -4.1724 3.3886
H 1.9382 -4.4156 1.6995
H -0.2548 -4.3666 0.0475
H -1.9005 -4.6452 0.8276
H -0.7661 -5.9334 0.8695
C -1.7598 -4.0366 -5.3882
C -3.1914 -3.4799 -5.6758
O -3.7150 -2.6009 -4.9850
C -3.9828 -4.1715 -6.7642
H -1.3592 -3.2874 -4.7054
H -1.1219 -4.0502 -6.2719
H -1.7547 -5.0244 -4.9274
H -3.7195 -3.9744 -7.8034
H -5.0134 -3.8968 -6.5394
H -3.9144 -5.2425 -6.5734
C 1.1874 -1.3354 -0.0599
C -0.0903 -0.7592 -0.6577
O -0.5416 0.3796 -0.2968
C -0.9593 -1.5300 -1.6625
H 1.7102 -0.4892 0.3858
H 1.9169 -1.7145 -0.7757
H 1.0444 -2.1821 0.6116
H -0.4633 -2.3145 -2.2340
H -1.5043 -0.8376 -2.3041
H -1.6787 -1.9934 -0.9873
C -0.7766 1.1162 -4.7293
C -1.5453 1.1367 -6.0333
O -1.1651 0.6751 -7.0792
C -2.9365 1.6623 -5.8648
H -1.4931 0.6666 -4.0419
H -0.5842 2.1294 -4.3767
H 0.1948 0.6252 -4.7884
H -3.5657 0.7853 -5.7131
H -3.0787 2.2237 -6.7882
H -2.9426 2.2451 -4.9437
C 1.7911 -4.0396 -4.2583
C 2.5394 -2.8098 -3.6359
O 3.1211 -3.4569 -2.4669
C 2.2807 -4.4424 -2.0774
O 2.2998 -5.1581 -1.0734
O 1.4361 -4.6840 -3.0523
F 1.7161 -1.8189 -3.2860
H 2.4601 -4.6406 -4.8742
H 0.8764 -3.8944 -4.8331
H 3.2639 -2.3398 -4.3009